The following is a quantum chemistry calculation of 2 unconnected molecules or ions with the total composition C5H13NO3 at a distorted geometry, from the OMol25 dataset.

```
22
Properties=species:S:1:pos:R:3:nbo_charge:R:1
C 1.4481 -2.3838 -2.9146 -0.429
N 1.8544 -2.6195 -1.5472 -0.601
C 0.8172 -2.2010 -0.5087 -0.226
C 0.3994 -0.7856 -0.5071 -0.434
C -0.4522 -0.2935 0.6802 -0.056
O -0.7388 1.1221 0.6132 -0.510
C -1.3131 1.7801 1.6381 0.655
O -1.6461 2.9614 1.6045 -0.562
H 1.4463 -1.2927 -3.0761 0.196
H 0.5090 -2.8005 -3.3161 0.169
H 2.2936 -2.8207 -3.4722 0.207
H 1.9555 -3.6171 -1.3208 0.356
H 1.3529 -2.3342 0.4508 0.190
H -0.1070 -2.8088 -0.4653 0.165
H 1.2955 -0.1357 -0.5176 0.219
H -0.1624 -0.5993 -1.4426 0.207
H -1.3429 -0.9418 0.7891 0.182
H 0.1524 -0.3946 1.6020 0.175
H -1.5293 1.1318 2.5102 0.097
O -1.8773 6.4801 2.7466 -0.942
H -2.3308 7.0094 3.4411 0.464
H -2.0242 5.5442 3.0125 0.478
```

Results
Relative energy (zero: lowest compared OMol25 entry of this formula, charge and spin) in kcal/mol: 46.3
HOMO in eV: -9.459
Molar mass in g mol⁻¹: 135.16
E_LUMO in eV: 0.77
E in eV: -13027.2236

---

The following is a quantum chemistry calculation of a gas-phase ion, C4H3ClNO (charge +1) at a distorted geometry, from the OMol25 dataset.

```
10
Properties=species:S:1:pos:R:3:nbo_charge:R:1
C -0.7620 -1.4496 -0.0447 -0.142
C -1.0054 0.0674 0.1378 0.596
C 1.5184 0.2707 -0.0050 0.242
C 0.2972 0.9527 -0.0415 -0.731
N 0.3077 -2.0118 -0.0796 -0.059
O -2.0501 0.5322 0.3973 -0.358
Cl 3.0781 0.4052 0.0014 0.440
H -1.7243 -1.9623 -0.0796 0.310
H 0.1333 1.4550 -1.0103 0.356
H 0.2070 1.7404 0.7242 0.346
```

Results
Relative energy (zero: lowest compared OMol25 entry of this formula, charge and spin) in kcal/mol: 53.4
HOMO (spin up / spin down) in eV: -14.439 / -14.352
Molar mass in g mol⁻¹: 116.53
E_LUMO (spin up / spin down) in eV: -6.88 / -6.94
E in eV: -20242.9340
Total charge: +1

---

The following is a quantum chemistry calculation of 2 unconnected molecules or ions with the total composition C7H15FN3O3 at a distorted geometry, from the OMol25 dataset.

```
29
Properties=species:S:1:pos:R:3:nbo_charge:R:1
N 4.3902 -2.1086 0.5626 -0.863
C 3.2688 -1.4897 1.3426 -0.236
C 3.0647 0.0804 1.0883 -0.254
N 2.3391 0.4437 -0.1559 -0.683
C 1.0404 -0.1458 -0.2390 0.687
O 0.5346 -0.2943 -1.4169 -0.722
N 0.1704 -0.5549 0.8898 -0.736
C -0.2916 -1.9270 0.8060 0.979
O -1.1979 -2.4171 1.5100 -0.583
F 0.3420 -2.8474 -0.1017 -0.354
H 3.9326 -2.6160 -0.2067 0.363
H 5.0269 -1.3803 0.2105 0.355
H 3.5563 -1.6026 2.4620 0.151
H 2.3400 -2.1319 1.1959 0.188
H 4.1282 0.5306 0.9866 0.174
H 2.6339 0.5731 2.0507 0.128
H 0.5447 -0.3099 1.8150 0.412
C -2.2858 1.5791 -2.1727 -0.636
C -3.4128 1.1863 -1.2313 0.100
C -3.5520 2.1823 -0.0901 -0.628
O -3.1564 -0.1102 -0.7006 -0.725
H -1.3265 1.5968 -1.6467 0.238
H -2.1887 0.8497 -2.9808 0.221
H -2.4626 2.5660 -2.6112 0.185
H -4.3541 1.1297 -1.7866 0.157
H -2.6356 2.2211 0.5073 0.206
H -4.3579 1.8818 0.5858 0.206
H -3.7665 3.1867 -0.4659 0.196
H -2.3240 -0.0718 -0.2072 0.476
```

Results
Relative energy (zero: lowest compared OMol25 entry of this formula, charge and spin) in kcal/mol: 0.0
HOMO in eV: -3.875
Molar mass in g mol⁻¹: 208.21
E_LUMO in eV: 3.42
E in eV: -20832.7806
Total charge: -1

---

- Look up the E of the first one.
  -13027.2236 eV

---

- What is the formula in the first record?
  C5H13NO3